No. 1
{"formula": "C12H33AlN3O3", "method": "ωB97M-V/def2-TZVPD", "charge": 3, "relative_energy_kj_mol": 239.36, "multiplicity": 1, "lumo_ev": -15.141, "orbital_gap_ev": 4.419, "symbols": ["Al", "C", "C", "C", "O", "C", "N", "H", "H", "H", "H", "H", "H", "H", "H", "H", "H", "H", "C", "C", "C", "O", "C", "N", "H", "H", "H", "H", "H", "H", "H", "H", "H", "H", "H", "C", "C", "C", "O", "C", "N", "H", "H", "H", "H", "H", "H", "H", "H", "H", "H", "H"], "xyz": [[-0.826, -0.052, 0.476], [3.209, -2.972, 0.091], [1.816, -2.401, 0.050], [0.700, -3.444, -0.049], [-0.596, -2.730, -0.123], [-1.687, -3.649, -0.256], [1.487, -1.561, 1.209], [3.474, -3.250, 1.114], [3.905, -2.286, -0.387], [3.285, -3.928, -0.434], [1.698, -1.751, -0.819], [0.731, -4.272, 0.662], [0.737, -3.921, -1.031], [-2.560, -3.066, -0.565], [-1.951, -4.046, 0.723], [-1.581, -4.309, -1.117], [2.193, -0.883, 1.486], [1.473, -2.174, 2.025], [2.361, 3.524, 2.021], [1.445, 2.252, 1.904], [0.936, 1.835, 3.267], [0.034, 0.775, 3.040], [-0.290, 0.204, 4.313], [0.301, 2.651, 1.121], [3.239, 3.126, 2.542], [1.900, 4.174, 2.762], [2.714, 3.836, 1.042], [2.005, 1.429, 1.458], [0.342, 2.592, 3.785], [1.851, 1.566, 3.801], [-1.275, -0.265, 4.354], [-0.430, 0.935, 5.115], [0.430, -0.523, 4.689], [0.547, 3.227, 0.316], [-0.175, 3.359, 1.684], [-2.787, 2.738, -3.426], [-2.623, 1.564, -2.461], [-1.706, 0.536, -3.161], [-1.197, -0.614, -2.401], [-0.692, -1.600, -3.275], [-1.847, 2.112, -1.357], [-3.455, 3.481, -2.984], [-3.232, 2.368, -4.352], [-1.930, 3.382, -3.643], [-3.614, 1.213, -2.182], [-0.888, 0.883, -3.800], [-2.313, 0.132, -3.980], [0.231, -1.231, -3.724], [-1.338, -2.011, -4.056], [-0.562, -2.508, -2.684], [-1.147, 2.660, -1.863], [-2.339, 2.894, -0.919]]}

---

No. 2
{"formula": "C12H33BN3O7", "method": "ωB97M-V/def2-TZVPD", "charge": 1, "relative_energy_kj_mol": 0.00, "multiplicity": 1, "lumo_ev": -3.371, "orbital_gap_ev": 8.885, "symbols": ["O", "B", "O", "O", "N", "C", "N", "C", "O", "C", "N", "H", "H", "H", "H", "H", "H", "H", "H", "H", "C", "C", "C", "O", "H", "H", "H", "H", "H", "H", "H", "H", "C", "C", "C", "O", "H", "H", "H", "H", "H", "H", "H", "H", "C", "C", "C", "O", "H", "H", "H", "H", "H", "H", "H", "H"], "xyz": [[0.115, -2.585, 2.496], [0.581, -1.837, 1.482], [1.237, -2.276, 0.370], [0.392, -0.393, 1.505], [-0.602, -0.020, 0.621], [-1.824, -0.498, 0.695], [-2.298, -0.937, 1.888], [-3.418, -1.898, 1.715], [-3.127, -2.689, 0.605], [-2.959, -2.016, -0.649], [-2.599, -0.612, -0.455], [-0.164, -3.473, 2.253], [1.745, -1.560, -0.023], [-0.356, 0.728, -0.046], [-2.459, -0.181, 2.545], [-3.444, -2.559, 2.579], [-4.379, -1.373, 1.649], [-2.162, -2.523, -1.185], [-3.872, -2.055, -1.246], [-3.420, -0.018, -0.418], [1.481, 3.211, 3.951], [2.123, 2.091, 4.755], [3.374, 1.560, 4.075], [1.188, 1.035, 4.979], [1.183, 2.836, 2.966], [0.590, 3.582, 4.456], [2.169, 4.044, 3.805], [2.376, 2.457, 5.751], [3.117, 1.150, 3.092], [3.822, 0.763, 4.667], [4.115, 2.347, 3.932], [0.940, 0.683, 4.118], [-0.753, -3.519, -3.573], [-0.624, -2.006, -3.540], [0.493, -1.515, -4.443], [-0.409, -1.553, -2.188], [0.174, -3.983, -3.227], [-1.561, -3.855, -2.923], [-0.954, -3.874, -4.583], [-1.568, -1.549, -3.843], [1.451, -1.931, -4.118], [0.570, -0.428, -4.411], [0.325, -1.817, -5.476], [0.421, -1.933, -1.878], [0.121, 3.440, -2.544], [0.604, 2.637, -1.350], [1.945, 1.974, -1.622], [-0.377, 1.648, -0.984], [-0.011, 2.784, -3.409], [-0.838, 3.909, -2.328], [0.835, 4.217, -2.811], [0.689, 3.291, -0.481], [1.856, 1.281, -2.464], [2.281, 1.406, -0.751], [2.710, 2.710, -1.865], [-0.476, 1.030, -1.723]]}

---

No. 3
{"formula": "C12H33F6NO9", "method": "ωB97M-V/def2-TZVPD", "charge": -2, "multiplicity": 1, "lumo_ev": 2.863, "orbital_gap_ev": 4.233, "symbols": ["N", "H", "H", "H", "H", "O", "H", "C", "O", "O", "C", "F", "F", "F", "C", "C", "H", "H", "H", "H", "H", "H", "C", "O", "O", "C", "F", "F", "F", "C", "C", "H", "H", "H", "H", "H", "H", "C", "O", "H", "H", "H", "H", "C", "O", "H", "H", "H", "H", "C", "O", "H", "H", "H", "H", "C", "O", "H", "H", "H", "H"], "xyz": [[2.126, -0.738, 0.600], [1.961, -0.981, 1.567], [1.376, -1.124, 0.046], [3.053, -1.026, 0.320], [2.036, 0.264, 0.512], [1.366, -2.230, 3.824], [1.558, -3.187, 3.865], [-6.780, 0.438, 2.377], [-5.546, 0.960, 1.715], [-6.306, -0.365, 3.398], [-7.757, 1.614, 2.878], [-8.175, 2.508, 1.955], [-8.791, 1.124, 3.481], [-7.126, 2.370, 3.836], [-5.683, 1.388, 0.358], [-4.257, 1.791, -0.110], [-4.392, 1.758, -1.191], [-4.163, 2.849, 0.133], [-3.419, 1.279, 0.364], [-6.375, 2.187, 0.090], [-6.003, 0.556, -0.269], [-7.253, -0.101, 1.556], [-1.376, -2.527, -2.555], [-0.758, -1.301, -2.853], [-0.960, -2.793, -1.209], [-2.885, -2.682, -3.206], [-3.713, -3.306, -2.372], [-3.472, -1.646, -3.558], [-2.690, -3.364, -4.326], [-0.670, -0.903, -4.231], [-0.034, 0.507, -4.217], [-0.705, 1.221, -3.740], [0.916, 0.465, -3.685], [0.278, 0.840, -5.206], [-1.685, -0.735, -4.591], [-0.238, -1.674, -4.869], [-0.773, -3.204, -3.160], [5.906, 2.384, 3.771], [4.627, 2.226, 4.401], [5.891, 2.906, 2.814], [6.636, 2.755, 4.490], [6.348, 1.417, 3.530], [3.955, 2.603, 3.829], [5.837, -0.328, -2.238], [5.603, 0.506, -1.143], [4.974, -0.943, -2.495], [6.025, 0.310, -3.102], [6.678, -1.008, -2.099], [5.607, 1.387, -1.523], [1.274, 4.858, 0.423], [1.332, 3.509, 0.674], [1.902, 5.423, 1.112], [1.708, 5.034, -0.562], [0.307, 5.359, 0.440], [0.784, 3.294, 1.432], [3.870, -5.437, 1.699], [3.448, -4.941, 0.429], [3.450, -6.442, 1.747], [4.954, -5.524, 1.620], [3.666, -4.865, 2.604], [2.534, -4.716, 0.617]]}

---

No. 4
{"formula": "C12H33IN3O4V", "method": "ωB97M-V/def2-TZVPD", "s_squared": 2.068, "multiplicity": 3, "lumo_ev": [-2.076, -2.115], "orbital_gap_ev": [6.411, 6.379], "symbols": ["O", "V", "I", "C", "C", "C", "O", "C", "N", "H", "H", "H", "H", "H", "H", "H", "H", "H", "H", "H", "C", "C", "C", "O", "C", "N", "H", "H", "H", "H", "H", "H", "H", "H", "H", "H", "H", "C", "C", "C", "O", "C", "N", "H", "H", "H", "H", "H", "H", "H", "H", "H", "H", "H"], "xyz": [[6.326, 0.671, -1.416], [5.402, 1.351, -0.280], [2.793, 0.128, -1.093], [-2.757, -0.126, -1.877], [-2.129, 0.527, -0.616], [-3.094, 0.445, 0.544], [-2.666, 1.354, 1.592], [-3.215, 1.035, 2.871], [-0.923, -0.121, -0.209], [-2.087, -0.074, -2.735], [-3.673, 0.382, -2.177], [-3.015, -1.181, -1.786], [-1.958, 1.556, -0.933], [-3.167, -0.549, 0.985], [-4.058, 0.775, 0.157], [-2.884, 1.701, 3.668], [-2.900, 0.048, 3.207], [-4.305, 1.046, 2.849], [-0.530, 0.406, 0.558], [-0.187, 0.020, -0.885], [0.338, -3.127, -1.342], [0.671, -3.614, 0.108], [1.964, -4.427, 0.452], [2.141, -5.661, -0.250], [1.079, -6.577, 0.083], [0.776, -2.369, 0.856], [-0.592, -2.567, -1.443], [0.415, -3.953, -2.049], [1.168, -2.515, -1.696], [-0.275, -4.082, 0.380], [2.020, -4.475, 1.539], [2.730, -3.775, 0.031], [0.113, -6.143, -0.179], [1.095, -6.854, 1.137], [0.877, -7.424, -0.573], [0.018, -1.783, 0.537], [1.535, -1.895, 0.385], [0.100, 3.816, -2.130], [0.949, 4.245, -0.853], [0.488, 3.536, 0.424], [1.002, 4.157, 1.606], [0.680, 3.408, 2.776], [2.316, 3.817, -1.130], [-0.977, 3.893, -1.982], [0.259, 2.748, -2.275], [0.368, 4.384, -3.022], [1.023, 5.332, -0.821], [0.800, 2.492, 0.449], [-0.591, 3.533, 0.580], [-0.369, 3.589, 3.012], [1.281, 3.745, 3.621], [0.849, 2.336, 2.680], [2.560, 4.000, -2.092], [2.217, 2.818, -1.242]]}

---

No. 5
{"formula": "C12H34AgClN2O6", "method": "ωB97M-V/def2-TZVPD", "s_squared": 0.754, "charge": 1, "relative_energy_kj_mol": 106.85, "multiplicity": 2, "lumo_ev": [-4.944, -7.496], "orbital_gap_ev": [6.153, 3.601], "symbols": ["Ag", "Cl", "C", "C", "C", "O", "C", "N", "H", "H", "H", "H", "H", "H", "H", "H", "H", "H", "H", "C", "C", "C", "O", "C", "N", "H", "H", "H", "H", "H", "H", "H", "H", "H", "H", "H", "C", "C", "O", "O", "H", "H", "H", "H", "H", "H", "C", "C", "O", "O", "H", "H", "H", "H", "H", "H"], "xyz": [[0.346, -18.114, -6.460], [0.997, -19.887, -8.296], [-1.668, -22.561, -10.136], [-2.136, -21.218, -10.731], [-3.490, -21.246, -11.416], [-3.686, -20.051, -12.100], [-4.696, -20.123, -13.081], [-2.070, -20.220, -9.672], [-0.801, -22.478, -9.479], [-1.305, -23.248, -10.905], [-2.506, -23.095, -9.683], [-1.377, -20.898, -11.452], [-4.316, -21.433, -10.716], [-3.499, -22.132, -12.064], [-4.497, -20.882, -13.846], [-4.700, -19.164, -13.596], [-5.687, -20.292, -12.652], [-1.136, -20.258, -9.214], [-2.655, -20.511, -8.871], [5.192, -20.004, -12.247], [3.780, -19.581, -11.807], [2.834, -20.773, -11.970], [2.304, -20.876, -13.285], [1.462, -21.995, -13.428], [3.803, -19.092, -10.436], [5.987, -19.266, -12.306], [5.045, -20.413, -13.252], [5.496, -20.852, -11.629], [3.412, -18.785, -12.460], [1.984, -20.619, -11.286], [3.269, -21.738, -11.684], [2.074, -22.901, -13.350], [1.008, -22.006, -14.415], [0.725, -22.031, -12.617], [2.858, -19.046, -10.074], [4.338, -19.730, -9.840], [-0.064, -18.474, -12.794], [0.343, -17.478, -11.749], [-0.412, -17.707, -10.528], [-1.485, -18.450, -12.941], [0.238, -19.485, -12.479], [0.371, -18.338, -13.787], [0.049, -16.484, -12.097], [1.395, -17.426, -11.469], [0.188, -18.250, -10.006], [-1.705, -19.009, -13.690], [5.881, -21.633, -8.498], [4.813, -22.482, -7.804], [3.589, -22.446, -8.554], [5.533, -20.251, -8.365], [5.926, -21.877, -9.562], [6.837, -21.876, -8.018], [4.603, -22.006, -6.841], [5.054, -23.543, -7.844], [3.151, -21.608, -8.370], [6.170, -19.796, -8.931]]}

---

No. 6
{"formula": "C12H34Br2N10O20", "method": "ωB97M-V/def2-TZVPD", "smiles": "C[N+](=O)[O-].C[N+](=O)[O-].C[N+](=O)[O-].C[N+](=O)[O-].C[N+](=O)[O-].C[N+](=O)[O-].C[N+](=O)[O-].C[N+](=O)[O-].C[N+](=O)[O-].C[N+](=O)[O-].BrCCBr", "multiplicity": 1, "lumo_ev": -0.402, "orbital_gap_ev": 9.452, "symbols": ["C", "N", "O", "O", "H", "H", "H", "C", "N", "O", "O", "H", "H", "H", "C", "N", "O", "O", "H", "H", "H", "C", "N", "O", "O", "H", "H", "H", "C", "N", "O", "O", "H", "H", "H", "C", "N", "O", "O", "H", "H", "H", "C", "N", "O", "O", "H", "H", "H", "C", "N", "O", "O", "H", "H", "H", "C", "N", "O", "O", "H", "H", "H", "C", "N", "O", "O", "H", "H", "H", "Br", "C", "C", "Br", "H", "H", "H", "H"], "xyz": [[-0.373, 0.702, -0.310], [-0.557, -0.753, -0.065], [-1.573, -1.042, 0.554], [0.232, -1.560, -0.494], [0.226, 0.741, -1.218], [0.001, 1.187, 0.578], [-1.328, 1.135, -0.589], [-0.365, -0.126, -4.056], [0.924, -0.328, -4.722], [1.074, 0.092, -5.846], [1.798, -0.894, -4.092], [-0.436, 0.806, -3.503], [-0.466, -0.903, -3.299], [-1.143, -0.262, -4.801], [-4.136, -1.518, -1.303], [-3.715, -0.111, -1.218], [-2.560, 0.149, -1.460], [-4.538, 0.686, -0.861], [-4.983, -1.617, -0.629], [-3.370, -2.226, -1.014], [-4.503, -1.714, -2.309], [2.116, 0.973, 2.212], [1.384, 0.764, 3.478], [1.885, 1.174, 4.506], [0.329, 0.138, 3.445], [3.154, 0.744, 2.420], [1.946, 1.962, 1.792], [1.723, 0.281, 1.473], [-0.008, -2.983, 3.579], [-0.106, -4.013, 2.505], [0.607, -4.985, 2.551], [-0.954, -3.813, 1.673], [1.015, -2.629, 3.656], [-0.482, -3.415, 4.457], [-0.627, -2.141, 3.284], [4.115, 2.415, -2.694], [3.281, 2.134, -1.492], [3.786, 1.841, -0.442], [2.083, 2.194, -1.692], [3.892, 1.737, -3.510], [5.177, 2.519, -2.499], [3.786, 3.413, -2.994], [-2.675, 2.056, 3.871], [-2.062, 2.342, 2.544], [-2.609, 1.964, 1.538], [-0.994, 2.914, 2.582], [-3.244, 2.909, 4.224], [-1.850, 1.866, 4.552], [-3.266, 1.148, 3.796], [0.313, 4.268, -0.163], [0.384, 5.416, 0.771], [-0.536, 5.504, 1.544], [1.341, 6.153, 0.682], [0.325, 3.354, 0.416], [1.226, 4.265, -0.756], [-0.483, 4.434, -0.882], [-2.516, 3.445, -0.859], [-2.318, 4.855, -1.342], [-1.583, 5.600, -0.730], [-2.921, 5.130, -2.359], [-3.531, 3.375, -0.488], [-1.751, 3.168, -0.139], [-2.357, 2.830, -1.738], [3.340, -4.621, 2.034], [2.642, -3.440, 1.430], [2.565, -2.442, 2.122], [2.113, -3.574, 0.359], [3.568, -5.268, 1.195], [2.593, -5.043, 2.702], [4.189, -4.215, 2.570], [1.395, -6.635, -2.774], [0.807, -4.802, -2.302], [-0.226, -4.771, -1.220], [-2.010, -5.349, -1.774], [0.453, -4.262, -3.181], [1.698, -4.233, -2.042], [-0.317, -3.734, -0.902], [-0.020, -5.359, -0.333]]}